177
Properties=species:S:1:pos:R:3 method="wB97M-V/def2-TZVPD" max_force_ev_per_a=7.35 homo_energy_ev=-9.12 total_charge=+1 relative_energy_kj_mol=120.65 orbital_gap_ev=1.5
Hg 1.3436 -2.1905 4.3376
Hg 2.1520 -3.1936 -5.6082
Hg -3.5289 -4.5791 2.0341
O 3.4998 -6.8367 -2.4028
C 2.4154 -6.3814 -1.9614
O 2.0501 -6.5993 -0.7814
B 0.9841 -5.6293 -0.3421
O 0.7226 -4.8289 -1.6039
C 1.4519 -5.2773 -2.5446
O 1.5682 -4.8800 -3.6811
O 1.5235 -4.7491 0.6756
C 0.7233 -4.8239 1.7364
O 0.9282 -4.2478 2.7940
C -0.5054 -5.6194 1.2206
O -0.3303 -6.1467 0.1407
O -1.5233 -5.7981 1.8740
O 3.9799 -0.8183 1.0338
C 4.3973 -2.0019 1.0866
O 5.1654 -2.7118 0.2531
B 5.2505 -4.1479 0.6942
O 4.4534 -4.1988 1.8862
C 3.9136 -3.0346 2.1354
O 3.0857 -2.7358 2.9363
O 6.6362 -4.5298 0.9817
C 7.2240 -5.1941 -0.0204
O 8.4041 -5.5194 -0.3380
C 6.1203 -5.5854 -0.9152
O 4.9730 -5.1867 -0.3762
O 6.1386 -6.1454 -2.0254
O 1.8295 -1.5839 -3.8512
C 1.1577 -1.0996 -2.9365
O 0.8431 -1.6032 -1.7903
B -0.0524 -0.7292 -1.0533
O -0.2027 0.4161 -1.8391
C 0.4355 0.2845 -2.9853
O 0.3746 1.1703 -3.8727
O -1.2692 -1.4373 -0.6799
C -1.1514 -1.9658 0.6109
O -1.7599 -2.8726 1.1393
C 0.1367 -1.2191 1.1935
O 0.5742 -0.3933 0.3111
O 0.5874 -1.4536 2.2905
P 5.4962 -3.7074 -4.6818
F 6.6112 -4.8068 -4.2578
F 6.5317 -2.7226 -5.5154
F 5.2773 -4.5684 -6.0016
F 4.3063 -2.6826 -5.0762
F 4.3479 -4.6263 -3.9381
F 5.6947 -2.9147 -3.2726
C -2.9794 -2.0655 6.2188
F -3.8184 -3.0864 6.5398
F -3.6646 -0.9417 6.0686
F -1.9703 -1.8767 7.0124
S -2.3620 -2.2990 4.3894
O -2.8879 -1.1877 3.6214
O -0.9161 -2.3545 4.5859
O -2.8500 -3.5239 3.6920
C 3.9547 2.1197 4.8020
C 3.6142 0.7239 5.4933
C 3.6407 0.8312 6.9814
C 2.6759 1.8995 7.7281
C 1.2711 1.4216 7.3077
C 1.0831 1.2317 5.7976
N 2.2443 0.3872 5.1301
O 2.0118 0.1468 3.7751
C -0.2184 0.4160 5.6716
C 0.7109 2.6377 5.2177
C 4.5836 -0.3952 5.0010
H 3.5408 3.0333 5.2287
H 3.5490 2.1366 3.7904
H 5.0212 2.2946 4.6605
H 3.5378 -0.1547 7.4348
H 4.5847 1.3761 6.9809
H 2.8466 2.8434 7.2104
H 2.8500 1.9461 8.8031
H 0.6220 2.2003 7.7082
H 1.0482 0.5781 7.9612
H -0.2373 -0.6255 5.9927
H -0.9742 0.6668 6.4159
H -0.6178 0.6179 4.6777
H 1.3973 3.4529 5.4468
H 0.7712 2.5995 4.1301
H -0.2737 3.0014 5.5114
H 5.6669 -0.3226 5.0975
H 4.2918 -0.6152 3.9741
H 4.3092 -1.4009 5.3196
H 1.7385 1.0082 3.4512
C -0.5600 3.1897 -6.6582
C -2.0782 3.0509 -6.3839
C -2.5163 2.6376 -7.7998
C -4.0226 2.1367 -7.6570
C -4.0441 0.9786 -6.5298
C -3.6893 1.5731 -5.1834
N -2.3442 2.1145 -5.2805
O -1.9012 2.5933 -4.0583
C -4.7866 2.5389 -4.6439
C -3.6751 0.4763 -4.0478
C -2.6054 4.5045 -6.1135
H -0.1636 3.8560 -7.4244
H 0.0243 2.2724 -6.7307
H -0.2387 3.7313 -5.7685
H -2.4885 3.5373 -8.4145
H -1.9214 1.8712 -8.2966
H -4.3327 1.7755 -8.6375
H -4.7881 2.9098 -7.5910
H -3.2453 0.2572 -6.7015
H -5.0072 0.4736 -6.4557
H -5.5925 1.9366 -4.2245
H -4.5506 3.0871 -3.7318
H -5.3060 3.2203 -5.3177
H -2.9490 -0.3016 -4.2838
H -3.4887 1.0223 -3.1230
H -4.6696 0.0332 -3.9957
H -2.2203 5.0251 -5.2366
H -3.6692 4.4070 -5.8967
H -2.7250 5.2121 -6.9339
H -1.1475 2.0041 -3.9785
C 3.5190 5.9656 -3.1478
C 3.2838 4.9009 -2.0437
C 2.9977 3.5509 -2.5925
C 3.0825 2.4868 -1.5999
C 4.4739 2.4136 -0.9725
C 4.8524 3.7359 -0.3497
N 4.3398 4.9286 -1.0446
O 4.8329 6.1189 -0.5595
C 4.3664 3.6353 1.1293
C 6.4053 3.9297 -0.2442
C 2.0071 5.3971 -1.3819
H 4.4846 5.7998 -3.6256
H 3.5169 6.9799 -2.7485
H 2.7539 5.9845 -3.9240
H 2.0129 3.4357 -3.0452
H 3.6280 3.2170 -3.4168
H 2.8398 1.4712 -1.9126
H 2.4850 2.6668 -0.7063
H 5.2442 2.0158 -1.6332
H 4.3867 1.6137 -0.2372
H 4.7834 2.8066 1.7015
H 4.5935 4.4854 1.7727
H 3.2854 3.5192 1.2072
H 6.8631 2.9425 -0.1809
H 6.8721 4.2008 -1.1911
H 6.8058 4.6010 0.5155
H 1.2813 5.4577 -2.1929
H 2.1376 6.3790 -0.9271
H 1.6494 4.7911 -0.5494
H 5.6207 6.2691 -1.0872
C -6.2854 -0.6218 3.2721
C -6.8422 -1.8872 2.5914
C -8.3255 -1.7997 2.2246
C -8.6315 -0.8779 1.0416
C -7.6808 -1.3023 -0.1885
C -6.1971 -1.4325 0.0821
N -6.0910 -2.2899 1.3841
O -4.7428 -2.5805 1.6165
C -5.5262 -2.2661 -1.0756
C -5.4819 -0.0702 0.1533
C -6.8037 -2.9709 3.7049
H -6.3979 -0.6259 4.3562
H -6.8543 0.2079 2.8525
H -5.2384 -0.4993 2.9951
H -8.8539 -2.7522 2.1847
H -8.7288 -1.2117 3.0490
H -8.2861 0.1260 1.2887
H -9.6512 -0.9841 0.6714
H -7.7783 -0.5323 -0.9538
H -7.9574 -2.2111 -0.7231
H -5.9037 -1.9376 -2.0439
H -4.4472 -2.1973 -1.2141
H -5.9049 -3.2881 -1.0917
H -5.8768 0.5075 -0.6825
H -5.5468 0.5650 1.0367
H -4.3935 -0.0720 0.0939
H -5.9012 -3.0587 4.3098
H -7.1559 -3.9148 3.2890
H -7.6053 -2.7757 4.4172
H -4.3933 -1.6865 1.6035